No. 1
Below is an isolated molecule of C4H6ClF, with properties calculated with ωB97M-V with the def2-TZVPD basis set.

Element x y z (Å)
F -1.924 -1.082 0.332
C -1.437 -0.074 -0.511
C -0.653 0.888 0.271
C 0.343 1.879 -0.297
C 0.846 0.658 0.463
Cl 1.450 -0.982 -0.116
H -0.781 -0.516 -1.158
H -2.258 0.317 -1.125
H -1.138 1.260 1.185
H 0.339 2.769 0.323
H 0.564 1.851 -1.333
H 1.344 0.641 1.532

Forces on the atoms, in the same order (eV/Å):
-0.09 0.34 -0.13
-1.46 0.31 0.59
0.59 0.93 1.74
0.21 -1.73 1.11
0.17 -1.46 2.87
-0.03 1.41 -0.52
1.54 -1.45 -1.92
-0.06 0.20 0.59
0.03 -0.21 -0.49
0.51 0.25 -0.71
-0.01 0.56 -0.82
-1.41 0.86 -2.33

Frontier orbital gap: 11.034 eV
Multiplicity: 1
Strongest force on any atom: 3.227 eV Å⁻¹
Energy above the lowest of the compared OMol25 structures with the same formula, charge and spin: 29.7 kcal per mole
Total energy: -716.0037 Ha

***

No. 2
Below is the ion C4H6ClFN3 with charge +1, with properties calculated with ωB97M-V with the def2-TZVPD basis set.

Element x y z (Å)
C -1.198 0.206 -1.650
C -0.544 0.968 -0.523
F -1.498 1.510 0.297
N 0.286 0.116 0.343
C -0.122 -0.906 1.091
N 0.937 -1.355 1.728
N 2.057 -0.662 1.425
C 1.638 0.238 0.579
Cl 2.626 1.377 -0.146
H -1.511 0.924 -2.402
H -0.519 -0.497 -2.123
H -2.092 -0.289 -1.281
H 0.092 1.769 -0.887
H -1.128 -1.278 1.164
H 0.977 -2.121 2.385

Forces on the atoms, in the same order (eV/Å):
-0.09 0.28 0.06
-0.44 0.06 -0.18
0.09 -0.02 -0.05
0.41 0.10 -0.06
-0.05 -0.13 0.13
-0.18 0.09 -0.13
-0.20 0.18 -0.19
0.29 -0.29 0.28
-0.01 0.09 -0.05
-0.07 0.04 -0.04
0.10 -0.10 0.03
0.00 -0.24 0.02
0.19 0.02 0.09
-0.09 -0.04 0.03
0.06 -0.04 0.05

Total charge: +1
Frontier orbital gap: 11.362 eV
Multiplicity: 1
Strongest force on any atom: 0.494 eV Å⁻¹
Energy above the lowest of the compared OMol25 structures with the same formula, charge and spin: 9.2 kcal per mole
Total energy: -880.0880 Ha

***

No. 3
Below is an isolated molecule of C4H6ClNO, with properties calculated with ωB97M-V with the def2-TZVPD basis set.

Element x y z (Å)
O -0.924 -1.591 1.514
C -0.188 -1.375 0.581
C 0.104 -0.020 -0.022
Cl 1.733 -0.144 -0.760
C -0.291 1.171 0.825
N -1.541 1.349 -0.033
C -0.926 0.542 -1.069
H 0.289 -2.213 0.079
H -0.504 0.956 1.891
H 0.457 1.949 0.801
H -1.670 2.317 -0.245
H -1.612 -0.200 -1.519
H -0.433 1.017 -1.847

Forces on the atoms, in the same order (eV/Å):
0.49 0.66 -0.44
-1.02 -0.43 0.47
-0.21 -0.05 -1.01
0.09 0.22 0.42
-0.93 -0.03 0.95
1.32 0.22 1.54
-1.27 -2.58 1.04
0.36 -0.32 -0.36
0.00 -0.08 -0.63
0.07 0.49 -0.35
-0.27 0.48 -0.43
0.23 0.20 0.22
1.12 1.23 -1.40

Frontier orbital gap: 10.414 eV
Multiplicity: 1
Strongest force on any atom: 3.059 eV Å⁻¹
Energy above the lowest of the compared OMol25 structures with the same formula, charge and spin: 49.8 kcal per mole
Total energy: -746.1478 Ha

***

No. 4
Below is an isolated molecule of C4H6ClNO2, with properties calculated with ωB97M-V with the def2-TZVPD basis set.

Element x y z (Å)
C -0.965 -1.929 -0.726
C -0.134 -0.764 -0.226
C 1.018 -0.321 -1.000
Cl 0.467 0.272 -2.647
N -0.475 -0.324 0.910
O 0.346 0.760 1.342
C -0.045 1.299 2.533
O -0.896 0.873 3.242
H -0.319 -2.819 -0.898
H -1.657 -2.217 0.079
H -1.493 -1.707 -1.649
H 1.493 0.581 -0.625
H 1.837 -1.040 -1.125
H 0.687 2.078 2.690

Forces on the atoms, in the same order (eV/Å):
0.46 -0.62 0.71
-0.64 -1.25 0.13
1.36 1.64 -1.34
0.16 -0.55 0.36
-0.17 0.64 0.68
-0.21 -0.30 -0.59
0.11 -1.43 -0.26
0.00 0.57 0.05
-0.24 0.65 -0.06
0.04 0.24 -0.44
-0.01 0.11 0.01
-0.21 -0.19 0.42
-0.64 -0.23 -0.15
-0.01 0.73 0.47

Frontier orbital gap: 11.280 eV
Multiplicity: 1
Strongest force on any atom: 2.513 eV Å⁻¹
Energy above the lowest of the compared OMol25 structures with the same formula, charge and spin: 54.1 kcal per mole
Total energy: -821.3863 Ha

***

No. 5
Below is an isolated molecule of C4H6ClNOS, with properties calculated with ωB97M-V with the def2-TZVPD basis set.

Element x y z (Å)
C -2.406 -0.158 0.170
S -1.106 0.609 1.277
C 0.315 0.785 0.102
Cl 0.200 2.251 -0.892
C 0.857 -0.735 -0.760
C 2.114 -0.305 -0.030
O 3.178 -0.823 -0.050
N 1.627 0.681 0.674
H -2.750 -1.047 0.810
H -1.731 -0.560 -0.742
H -3.082 0.639 -0.050
H 0.530 -0.812 -1.825
H 0.460 -1.580 -0.250
H 1.792 1.055 1.566

Forces on the atoms, in the same order (eV/Å):
3.32 -2.06 0.11
0.68 -0.21 -0.78
-0.27 -2.73 -0.68
-0.24 -0.09 -0.30
-2.32 3.46 0.14
0.74 -2.50 -2.01
1.82 -0.55 0.24
-2.71 2.13 0.70
-0.05 1.50 -1.35
-2.14 0.94 1.89
-0.73 -0.11 -0.45
1.27 0.41 0.69
-0.48 -0.60 0.70
1.11 0.42 1.09

Frontier orbital gap: 9.842 eV
Multiplicity: 1
Strongest force on any atom: 4.168 eV Å⁻¹
Energy above the lowest of the compared OMol25 structures with the same formula, charge and spin: 51.9 kcal per mole
Total energy: -1144.3256 Ha

***

No. 6
Below is an isolated molecule of C4H6ClOP, with properties calculated with ωB97M-V with the def2-TZVPD basis set.

Element x y z (Å)
O -0.973 1.564 2.121
P -0.164 0.946 1.119
Cl 1.753 2.242 0.331
C 0.549 -0.764 1.255
C 0.519 -1.321 0.064
C -0.090 -0.564 -1.091
C -0.723 0.733 -0.589
H 0.821 -1.119 2.191
H 0.967 -2.320 0.001
H 0.565 -0.291 -2.016
H -0.745 -1.436 -1.406
H -0.576 1.583 -1.277
H -1.906 0.747 -0.703

Forces on the atoms, in the same order (eV/Å):
-0.99 1.08 1.75
3.20 -1.07 -3.38
-1.73 -1.26 1.15
-1.39 3.05 -0.49
1.55 -0.07 0.10
0.46 -1.30 -1.67
-3.39 0.33 -1.31
0.69 -0.88 1.31
-0.46 0.28 -0.62
-0.66 -0.95 1.91
-0.20 1.68 -0.40
0.81 -0.28 0.67
2.12 -0.60 0.97

Frontier orbital gap: 10.269 eV
Multiplicity: 1
Strongest force on any atom: 4.771 eV Å⁻¹
Energy above the lowest of the compared OMol25 structures with the same formula, charge and spin: 17.6 kcal per mole
Total energy: -1032.7946 Ha